Record 1
# CH3N3O2

One molecule with the formula CH3N3O2 (the ωB97M-V functional and the def2-TZVPD basis, the OMol25 dataset).

Positions of all 9 atoms, in Å:
C1 0.3744 0.1044 0.5222
N1 0.9312 -0.2693 -0.6856
N2 0.4288 1.3729 0.8178
N3 -1.0032 -1.3278 -0.8734
O1 0.2416 -1.1348 -1.3057
O2 0.6591 2.2939 0.0688
H1 -0.2435 -0.7670 1.1143
H2 0.0658 1.7097 1.8286
H3 -1.4543 -1.9819 -1.4871

- gap between HOMO and LUMO (spin up / spin down) (eV) = 8.313 / 8.171
- spin multiplicity = 1
- total charge = 0
- energy relative to the best compared isomer or geometry (same formula, charge and spin) (eV) = 8.682
- highest occupied orbital energy (spin up / spin down) (eV) = -8.836 / -8.882

Atom charges from the Löwdin analysis, given in e for atoms 1 to 4: number 1, C, carries -0.180; number 2, N, carries 0.034; number 3, N, carries -0.191; number 4, N, carries 0.065


Record 2
# CH3N3O3

A 2-piece molecular cluster, CH3N3O3 overall (the ωB97M-V functional and the def2-TZVPD basis, the OMol25 dataset).

Positions of all 10 atoms, in Å:
C1 0.3813 1.6836 1.9920
N1 1.4430 2.1854 2.1858
N2 -0.6695 -1.3423 -0.3456
N3 -0.4665 -0.9510 -1.4943
O1 -0.6569 1.1757 1.9980
O2 -0.5746 -1.9691 -2.4227
O3 -0.1922 0.1284 -1.9325
H1 -0.8274 -2.7824 -1.9528
H2 2.1944 2.4861 1.6084
H3 -0.6315 -0.6145 0.3636

- gap between HOMO and LUMO (eV) = 11.342
- spin multiplicity = 1
- total charge = 0
- energy relative to the best compared isomer or geometry (same formula, charge and spin) (eV) = 1.197
- highest occupied orbital energy (eV) = -10.733
- structure (SMILES) = [H]/N=[N+](\[O-])O.N=C=O

Atom charges from the Löwdin analysis, given in e for atoms 1 to 4: number 1, C, carries -0.421; number 2, N, carries 0.203; number 3, N, carries 0.159; number 4, N, carries -0.484


Record 3
# CH3N3OS

A 2-piece molecular cluster, CH3N3OS overall (the ωB97M-V functional and the def2-TZVPD basis, the OMol25 dataset).

Positions of all 9 atoms, in Å:
C1 2.7414 0.5740 -0.3007
N1 3.7252 1.1475 -0.5191
N2 -0.6020 -0.9130 1.5781
N3 -1.1470 0.4236 -0.6024
O1 -0.6073 -2.0644 -0.6174
S1 -0.2798 -0.8661 0.0776
H1 -0.8554 -0.0162 2.0191
H2 -1.3401 1.3535 -0.1912
H3 -1.6351 0.3611 -1.4440

- gap between HOMO and LUMO (spin up / spin down) (eV) = 5.279 / 5.277
- spin multiplicity = 1
- total charge = 0
- energy relative to the best compared isomer or geometry (same formula, charge and spin) (eV) = 7.509
- highest occupied orbital energy (spin up / spin down) (eV) = -9.791 / -9.790

Atom charges from the Löwdin analysis, given in e for atoms 1 to 4: number 1, C, carries -0.311; number 2, N, carries -0.125; number 3, N, carries -0.150; number 4, N, carries -0.103


Record 4
# CH3N3S2

One molecule with the formula CH3N3S2 (the ωB97M-V functional and the def2-TZVPD basis, the OMol25 dataset).

Positions of all 9 atoms, in Å:
C1 -0.2503 0.5895 1.3279
N1 -1.0160 0.4781 0.3582
N2 0.0048 0.2905 -1.0506
N3 -0.1651 -1.0904 -1.3048
S1 1.5315 0.7537 1.2041
S2 1.2938 1.2355 -0.7611
H1 -0.6427 0.6635 2.2939
H2 0.3490 -1.7106 -0.7351
H3 -1.1050 -1.2098 -1.3326

- gap between HOMO and LUMO (eV) = 9.293
- spin multiplicity = 1
- total charge = 0
- energy relative to the best compared isomer or geometry (same formula, charge and spin) (eV) = 1.591
- highest occupied orbital energy (eV) = -8.891
- structure (SMILES) = NN1N=CSS1

Atom charges from the Löwdin analysis, given in e for atoms 1 to 4: number 1, C, carries -0.627; number 2, N, carries 0.036; number 3, N, carries -0.604; number 4, N, carries 0.015


Record 5
# CH3N4Si

An isolated ion of composition CH3N4Si and charge -1 (the ωB97M-V functional and the def2-TZVPD basis, the OMol25 dataset).

Positions of all 9 atoms, in Å:
C1 0.4358 0.2050 0.4835
N1 -1.8763 -0.2355 0.5164
N2 0.1748 0.7163 1.5840
N3 -1.9708 0.3573 1.5429
N4 -0.9448 0.8459 2.2239
Si1 0.9089 -0.4103 -1.1760
H1 0.4301 0.5888 -2.0101
H2 0.5214 -1.6535 -1.8331
H3 2.3208 -0.4140 -1.3315

- gap between HOMO and LUMO (eV) = 6.420
- spin multiplicity = 1
- total charge = -1
- energy relative to the best compared isomer or geometry (same formula, charge and spin) (eV) = 3.924
- highest occupied orbital energy (eV) = -2.604

Atom charges from the Löwdin analysis, given in e for atoms 1 to 4: number 1, C, carries -0.336; number 2, N, carries -0.038; number 3, N, carries -0.200; number 4, N, carries -0.304


Record 6
# CH3N5

One molecule with the formula CH3N5 (the ωB97M-V functional and the def2-TZVPD basis, the OMol25 dataset).

Positions of all 9 atoms, in Å:
C1 0.3517 0.6186 -0.6704
H1 -0.4322 2.4881 0.1281
H2 -0.7289 -2.1837 0.4674
H3 -0.9254 0.2796 1.1163
N1 0.4326 1.9986 -0.3591
N2 1.3525 -0.3684 -0.8454
N3 0.8985 -1.4157 -0.2763
N4 -0.1724 -1.3249 0.3303
N5 -0.7764 -0.0922 0.1092

- gap between HOMO and LUMO (eV) = 8.805
- spin multiplicity = 1
- total charge = 0
- energy relative to the best compared isomer or geometry (same formula, charge and spin) (eV) = 3.693
- highest occupied orbital energy (eV) = -8.893
- structure (SMILES) = [H]/N=c1/nn[nH][nH]1

Atom charges from the Löwdin analysis, given in e for atoms 1 to 4: number 1, C, carries -0.328; number 2, H, carries 0.060; number 3, H, carries 0.173; number 4, H, carries 0.157


Record 7
# CH3N6S

CH3N6S as an isolated structure (the ωB97M-V functional and the def2-TZVPD basis, the OMol25 dataset).

Positions of all 11 atoms, in Å:
C1 0.2390 -0.1389 -0.0050
N1 -3.5796 0.2787 2.1971
N2 -4.2829 0.0512 3.1625
N3 -2.1822 -0.7392 3.5226
N4 -0.9251 -0.4469 0.6416
N5 -1.2609 0.1592 1.6710
N6 -2.3395 -0.1953 2.3725
S1 -3.5037 -0.6376 4.3688
H1 0.8359 0.6425 0.5124
H2 0.1676 0.3175 -0.9236
H3 0.5894 -1.1287 -0.3032

- gap between HOMO and LUMO (spin up / spin down) (eV) = 8.577 / 8.577
- spin multiplicity = 1
- total charge = +1
- energy relative to the best compared isomer or geometry (same formula, charge and spin) (eV) = 0.627
- highest occupied orbital energy (spin up / spin down) (eV) = -14.933 / -14.933

Atom charges from the Löwdin analysis, given in e for atoms 1 to 4: number 1, C, carries -0.066; number 2, N, carries 0.052; number 3, N, carries -0.258; number 4, N, carries -0.179


Record 8
# CH3NO

One molecule with the formula CH3NO (the ωB97M-V functional and the def2-TZVPD basis, the OMol25 dataset).

Positions of all 6 atoms, in Å:
C1 0.7669 -0.2073 0.6716
N1 0.0176 0.2781 -0.3634
O1 1.9807 -0.0424 1.0368
H1 0.1321 -0.7432 1.2921
H2 -0.9037 -0.2157 -0.4327
H3 0.1908 1.0314 -0.9289

- gap between HOMO and LUMO (eV) = 10.795
- spin multiplicity = 1
- total charge = 0
- energy relative to the best compared isomer or geometry (same formula, charge and spin) (eV) = 0.604
- highest occupied orbital energy (eV) = -10.013
- structure (SMILES) = NC=O

Atom charges from the Löwdin analysis, given in e for atoms 1 to 4: number 1, C, carries -0.356; number 2, N, carries 0.122; number 3, O, carries -0.041; number 4, H, carries 0.088


Record 9
# CH3NO

One molecule with the formula CH3NO (the ωB97M-V functional and the def2-TZVPD basis, the OMol25 dataset).

Positions of all 6 atoms, in Å:
C1 -0.8930 0.5423 0.4442
H1 0.0662 -1.4587 -0.2191
H2 -1.5855 -0.3325 0.4487
H3 -1.2002 1.5463 0.7396
N1 0.3020 0.4572 -0.0026
O1 0.7455 -0.7762 -0.4520

- gap between HOMO and LUMO (eV) = 11.374
- spin multiplicity = 1
- total charge = 0
- energy relative to the best compared isomer or geometry (same formula, charge and spin) (eV) = 2.487
- highest occupied orbital energy (eV) = -10.377
- structure (SMILES) = C=NO

Atom charges from the Löwdin analysis, given in e for atoms 1 to 4: number 1, C, carries -0.057; number 2, H, carries 0.091; number 3, H, carries 0.081; number 4, H, carries 0.067


Record 10
# CH3NO2

A 2-piece molecular cluster, CH3NO2 overall (the ωB97M-V functional and the def2-TZVPD basis, the OMol25 dataset).

Positions of all 7 atoms, in Å:
C1 1.4815 0.0382 0.1675
N1 -1.7243 -0.0389 -0.2871
O1 -2.1873 -0.8274 0.4355
O2 -2.1642 0.7734 -1.0314
H1 2.2226 0.7973 0.2952
H2 0.5495 -0.0024 -0.3320
H3 1.8222 -0.7403 0.7524

- gap between HOMO and LUMO (spin up / spin down) (eV) = 7.321 / 10.555
- spin multiplicity = 1
- total charge = 0
- energy relative to the best compared isomer or geometry (same formula, charge and spin) (eV) = 7.009
- highest occupied orbital energy (spin up / spin down) (eV) = -9.026 / -10.550

Atom charges from the Löwdin analysis, given in e for atoms 1 to 4: number 1, C, carries 0.115; number 2, N, carries -0.237; number 3, O, carries 0.127; number 4, O, carries 0.108


Record 11
# CH3NO2

One molecule with the formula CH3NO2 (the ωB97M-V functional and the def2-TZVPD basis, the OMol25 dataset).

Positions of all 7 atoms, in Å:
C1 0.7156 0.2737 -0.0622
H1 -0.1567 -1.2381 -0.0602
H2 -1.2549 0.9168 0.2270
H3 0.9563 1.4128 0.2956
N1 -0.5849 0.2636 -0.2891
O1 -1.0455 -0.8665 -0.0045
O2 1.3701 -0.7624 -0.1066

- gap between HOMO and LUMO (eV) = 10.158
- spin multiplicity = 1
- total charge = 0
- energy relative to the best compared isomer or geometry (same formula, charge and spin) (eV) = 4.343
- highest occupied orbital energy (eV) = -9.396
- structure (SMILES) = O=CNO

Atom charges from the Löwdin analysis, given in e for atoms 1 to 4: number 1, C, carries -0.353; number 2, H, carries 0.050; number 3, H, carries 0.195; number 4, H, carries 0.181


Record 12
# CH3NO2

A 2-piece molecular cluster, CH3NO2 overall (the ωB97M-V functional and the def2-TZVPD basis, the OMol25 dataset).

Positions of all 7 atoms, in Å:
C1 1.5280 0.1847 0.1152
N1 -1.0249 -0.6598 -0.6291
O1 -2.9557 0.1205 0.2621
O2 -1.6589 0.0382 0.1105
H1 0.9729 0.8375 0.7448
H2 1.3580 -0.8101 0.3390
H3 1.7806 0.2890 -0.9426

- gap between HOMO and LUMO (spin up / spin down) (eV) = 7.698 / 9.551
- spin multiplicity = 1
- total charge = 0
- energy relative to the best compared isomer or geometry (same formula, charge and spin) (eV) = 10.665
- highest occupied orbital energy (spin up / spin down) (eV) = -9.423 / -10.936

Atom charges from the Löwdin analysis, given in e for atoms 1 to 4: number 1, C, carries 0.081; number 2, N, carries 0.247; number 3, O, carries -0.054; number 4, O, carries -0.210